No. 1
{"formula": "C5H15N3", "method": "ωB97M-V/def2-TZVPD", "lumo_ev": [0.64, 0.21], "e_homo_ev": [-8.3, -6.7], "species": ["C", "C", "C", "N", "H", "H", "H", "H", "H", "H", "H", "H", "H", "C", "N", "C", "N", "H", "H", "H", "H", "H", "H"], "xyz": [[-0.659, 1.231, 0.072], [1.923, 0.116, -1.413], [-0.281, 1.800, 1.406], [1.579, 0.074, -0.013], [2.324, 0.575, 0.486], [-0.110, 1.594, -0.784], [-1.728, 1.268, -0.122], [1.074, -0.207, -2.021], [2.765, -0.547, -1.667], [2.212, 1.123, -1.770], [-0.980, 2.588, 1.717], [0.737, 2.189, 1.396], [-0.303, 1.040, 2.192], [-1.634, -1.058, -1.338], [0.242, -1.863, 1.617], [-1.029, -0.837, 0.028], [0.064, -1.567, 0.313], [-0.273, -1.331, 2.315], [1.201, -2.103, 1.818], [-1.752, -0.717, 0.841], [-2.247, -0.210, -1.653], [-0.856, -1.208, -2.086], [-2.270, -1.949, -1.335]], "nbo_charge": [-0.317, -0.482, -0.653, -0.469, 0.295, 0.189, 0.172, 0.188, 0.205, 0.190, 0.209, 0.209, 0.200, -0.632, -0.602, -0.040, -0.179, 0.344, 0.375, 0.162, 0.206, 0.217, 0.212]}

***

No. 2
{"formula": "C5H2O", "method": "ωB97M-V/def2-TZVPD", "lumo_ev": -0.74, "e_homo_ev": -10.1, "smiles": "C#CC#CC=O", "species": ["C", "C", "C", "C", "C", "H", "H", "O"], "xyz": [[2.317, 0.222, -0.028], [0.836, 0.200, -0.044], [-0.389, 0.113, 0.073], [-1.732, -0.096, 0.104], [-2.896, -0.375, -0.075], [2.777, 1.223, -0.007], [-3.973, -0.537, -0.044], [3.060, -0.750, 0.020]], "nbo_charge": [0.354, -0.049, -0.005, -0.120, -0.104, 0.143, 0.250, -0.470]}

***

No. 3
{"formula": "C27H16BF8N2Re", "method": "ωB97M-V/def2-TZVPD", "charge": 1, "spin_multiplicity": 4, "lumo_ev": [-4.20, -5.09], "e_homo_ev": [-11.4, -12.0], "species": ["Re", "C", "C", "N", "C", "C", "C", "C", "C", "C", "C", "C", "C", "N", "C", "H", "H", "H", "H", "H", "H", "H", "H", "F", "C", "F", "F", "C", "C", "C", "C", "C", "C", "C", "C", "H", "H", "H", "H", "F", "C", "C", "C", "C", "C", "C", "H", "H", "H", "H", "F", "B", "F", "F", "F"], "xyz": [[1.638, -0.502, -0.217], [2.086, -0.347, 4.289], [2.247, -0.088, 2.923], [1.548, -0.731, 2.003], [0.655, -1.675, 2.389], [0.428, -1.996, 3.723], [1.180, -1.295, 4.686], [-0.538, -3.010, 4.047], [-1.216, -3.650, 3.073], [-0.990, -3.338, 1.687], [-1.667, -3.977, 0.631], [-1.396, -3.624, -0.664], [-0.446, -2.634, -0.922], [0.209, -2.021, 0.058], [-0.059, -2.360, 1.354], [2.681, 0.200, 5.006], [2.961, 0.645, 2.570], [1.037, -1.517, 5.737], [-0.709, -3.250, 5.089], [-1.943, -4.414, 3.317], [-2.399, -4.744, 0.855], [-1.900, -4.093, -1.496], [-0.202, -2.325, -1.928], [-5.455, 5.679, 0.617], [-4.563, 5.857, -0.374], [-5.243, 5.908, -1.528], [-3.990, 7.058, -0.182], [-3.528, 4.762, -0.373], [-2.706, 4.634, 0.740], [-1.747, 3.641, 0.775], [-1.609, 2.767, -0.308], [-2.439, 2.904, -1.421], [-3.398, 3.904, -1.452], [-0.613, 1.738, -0.280], [0.238, 0.858, -0.259], [-2.816, 5.316, 1.572], [-1.097, 3.537, 1.633], [-2.327, 2.229, -2.258], [-4.041, 4.017, -2.313], [2.088, -1.536, -6.283], [1.966, -1.291, -4.974], [2.568, -2.154, -4.078], [2.442, -1.881, -2.726], [1.716, -0.766, -2.258], [1.127, 0.076, -3.215], [1.251, -0.179, -4.570], [3.129, -3.003, -4.442], [2.933, -2.551, -2.029], [0.569, 0.947, -2.898], [0.810, 0.470, -5.315], [3.367, 0.642, -0.192], [4.452, -0.450, 0.002], [5.190, -0.531, -1.098], [3.494, -1.607, 0.085], [5.027, -0.249, 1.193]], "lowdin_spin": [2.252, 0.001, 0.016, 0.015, 0.005, 0.001, 0.010, -0.003, 0.000, 0.000, 0.022, -0.002, 0.023, 0.003, 0.010, 0.000, 0.001, 0.000, 0.000, 0.000, 0.001, 0.000, 0.001, 0.002, 0.004, 0.000, 0.002, 0.033, -0.006, 0.036, 0.031, 0.039, -0.005, 0.273, -0.021, -0.001, 0.002, 0.002, -0.001, 0.018, 0.050, -0.007, 0.051, 0.004, 0.053, -0.005, -0.001, 0.002, 0.001, -0.001, 0.053, 0.003, 0.001, 0.036, 0.000]}

***

No. 4
{"formula": "F4H6KN2O11S4", "method": "ωB97M-V/def2-TZVPD", "charge": -1, "lumo_ev": 0.31, "e_homo_ev": -6.4, "species": ["K", "N", "S", "O", "O", "F", "S", "O", "O", "F", "N", "S", "O", "O", "F", "S", "O", "O", "F", "O", "H", "H", "O", "H", "H", "O", "H", "H"], "xyz": [[0.566, 2.582, -1.652], [-2.588, -2.244, -0.557], [-3.387, -1.326, 0.383], [-3.392, -1.832, 1.792], [-4.602, -0.598, -0.151], [-2.295, -0.202, 0.403], [-3.978, -3.246, -0.812], [-4.572, -3.047, -2.133], [-4.827, -3.625, 0.377], [-3.112, -4.595, -0.980], [3.245, -0.325, 3.849], [1.707, -0.731, 4.344], [1.348, -2.055, 4.222], [0.627, 0.223, 4.229], [2.007, -0.570, 5.896], [2.884, -0.552, 2.435], [2.165, 0.456, 1.684], [2.818, -1.873, 1.840], [4.364, -0.194, 1.903], [1.216, 3.297, -5.616], [0.915, 2.466, -5.985], [1.285, 3.883, -6.370], [2.739, 5.558, -0.282], [2.427, 5.939, 0.539], [3.693, 5.583, -0.212], [-0.061, -0.833, -3.053], [-0.614, -1.011, -2.292], [-0.579, -1.129, -3.801]], "nbo_charge": [0.996, -1.070, 2.358, -0.896, -0.924, -0.516, 2.310, -0.901, -0.853, -0.505, -1.052, 2.393, -0.890, -0.906, -0.518, 2.401, -0.964, -0.907, -0.558, -0.950, 0.475, 0.475, -0.955, 0.477, 0.479, -0.971, 0.495, 0.474]}

***

| no. | maximum force (Eh/bohr) |
| --- | --- |
| 1 | 0.0357 |
| 2 | 0.0671 |
| 3 | 0.0107 |
| 4 | 0.2316 |